Here is C41H42Cl5N4OS3Si2W as an isolated structure from the OMol25 dataset. Energies are from ωB97M-V with the def2-TZVPD basis set.

Values from the calculation:
ΔE to the lowest compared entry with this formula, charge and spin	0.053	eV
calculated total energy	-163884.493	eV
HOMO energy	-15.49	eV
charge	+3

CARTESIAN COORDINATES (ANGSTROEM)
W  1.489  0.289  -0.499
Cl  6.776  -0.542  -4.846
Cl  4.948  1.500  -3.289
Cl  4.014  -4.634  -2.644
Cl  6.298  -3.598  -4.516
Cl  2.211  -2.490  -1.125
S  0.629  -0.622  1.578
S  1.046  1.940  -2.366
S  -0.691  -0.409  -1.322
Si  3.553  -0.098  1.387
Si  1.626  2.496  0.927
O  2.910  0.161  -1.647
N  -2.207  -2.430  -0.447
N  -1.122  3.428  -1.597
N  -1.683  -1.787  2.196
N  -0.455  3.465  -3.794
C  -2.122  4.197  -5.388
C  4.180  1.100  3.867
C  5.099  0.080  0.357
C  4.289  -2.965  -2.856
C  4.718  -0.186  -3.166
C  -1.378  -1.700  3.657
C  5.311  -2.487  -3.688
C  -0.898  -1.354  1.263
C  3.527  -1.805  2.153
C  -4.209  -2.328  -1.853
C  3.413  1.197  2.700
C  -0.675  -5.627  5.199
C  -2.750  -2.689  -1.814
C  -0.039  -3.818  3.753
C  -2.997  5.160  -5.869
C  -0.303  3.028  -2.551
C  -6.905  -1.671  -1.891
C  -4.608  -1.009  -1.648
C  -0.211  2.669  1.428
C  3.494  -2.037  -2.201
C  -2.752  -3.290  0.625
C  -1.385  4.468  -4.244
C  -6.511  -2.983  -2.102
C  -5.162  -3.313  -2.078
C  4.114  2.091  4.831
C  0.186  -5.091  4.247
C  -1.487  5.688  -3.588
C  3.279  3.189  4.644
C  -2.956  -2.455  1.857
C  -3.134  6.372  -5.207
C  2.521  3.294  3.490
C  5.525  -1.108  -3.841
C  -2.379  6.635  -4.073
C  -1.131  -3.078  4.203
C  3.708  -0.679  -2.357
C  2.289  3.967  -0.011
C  -1.989  -3.616  5.153
C  -1.758  -4.891  5.654
C  -5.953  -0.683  -1.663
C  -1.344  -1.508  -0.170
C  2.582  2.299  2.509
H  -3.867  -0.230  -1.495
H  -2.139  -2.127  -2.517
H  -2.420  -5.304  6.402
H  -4.855  -4.338  -2.253
H  1.623  4.352  -0.781
H  -0.845  5.932  -2.751
H  2.747  -1.949  2.898
H  4.488  -1.873  2.676
H  -2.015  3.249  -5.898
H  -2.047  -4.108  0.794
H  -3.227  -3.079  2.707
H  -0.269  2.346  2.469
H  -7.955  -1.413  -1.911
H  3.252  3.746  -0.473
H  2.460  4.758  0.726
H  -3.717  -1.685  1.711
H  0.652  -3.393  3.030
H  4.839  0.256  4.036
H  5.142  0.987  -0.244
H  -0.528  -1.032  3.776
H  -3.697  -3.691  0.266
H  -6.267  0.341  -1.511
H  -3.818  7.119  -5.584
H  3.506  -2.620  1.431
H  -0.493  -6.618  5.592
H  -2.459  7.591  -3.575
H  1.886  4.164  3.365
H  3.228  3.962  5.399
H  -2.830  -3.038  5.520
H  -0.499  3.725  1.397
H  -7.250  -3.749  -2.288
H  -3.570  4.960  -6.763
H  -0.983  3.147  -0.643
H  -2.254  -1.233  4.109
H  -0.957  2.078  0.891
H  0.113  3.020  -4.502
H  5.323  -0.786  -0.264
H  -2.597  -3.754  -1.992
H  4.712  2.015  5.729
H  1.038  -5.664  3.908
H  -1.885  4.053  -1.824
H  5.894  0.153  1.110

Results of the Löwdin charge analysis, in e, for atoms 1 through 2: W 0.80; Cl 0.79